Density functional theory data (ωB97M-V/def2-TZVPD) for a cluster of 2 separate species, CH2O2S3 in total.

The geometry in XYZ format:
```
8
CH2O2S3 | the OMol25 dataset | ωB97M-V/def2-TZVPD
C -1.474 -0.760 0.182
O 1.368 1.306 -0.511
O 2.815 -0.139 0.812
S -0.467 -1.776 -0.520
S -1.613 0.979 0.073
S 2.176 0.093 -0.454
H -2.274 -0.989 0.857
H -0.532 1.288 -0.440
```

Values from the calculation:
HOMO energy in eV: -9.29
LUMO energy in eV: -1.25
Calculated total energy in eV: -37668.71317
ΔE to the lowest compared entry with this formula, charge and spin in kcal per mole: 11.4
Max |F| in eV Å⁻¹: 3.81